Entry 1:
87
Properties=species:S:1:pos:R:3:mulliken_charge:R:1 method="wB97M-V/def2-TZVPD" energy_ev=-58175.0862 spin_multiplicity=1 e_lumo_ha=-0.005 orbital_gap_ha=0.271 largest_force_ev_per_a=18.860
C 17.3476 -16.0814 -0.4117 0.046
N 16.7496 -17.2954 -1.1178 1.694
O 17.0370 -17.4480 -2.2995 -0.756
O 15.9554 -17.9501 -0.4302 -0.723
H 18.3469 -15.8500 -0.7805 -0.896
H 17.5330 -16.2300 0.6521 0.131
H 16.7532 -15.1713 -0.4916 -1.759
O 16.1430 -15.5900 1.2503 -0.167
C 17.0599 -14.9800 1.8039 0.468
O 17.0108 -13.8130 2.4090 -0.057
C 15.8762 -13.0416 2.2439 1.265
C 16.2720 -11.5892 1.9780 -3.449
C 18.4043 -15.6584 1.9428 -2.166
H 15.1978 -13.2135 3.0796 0.761
H 15.2500 -13.3252 1.3980 -0.795
H 16.4199 -11.0686 2.9241 0.541
H 15.4218 -11.1499 1.4562 0.455
H 17.1010 -11.5051 1.2753 1.494
H 18.8770 -15.7507 0.9650 0.474
H 18.2076 -16.6270 2.4024 0.494
H 18.9578 -15.0270 2.6379 0.164
O 13.9745 -13.5104 1.7097 -0.623
C 13.5598 -14.6355 1.9545 1.401
O 12.9285 -15.5497 1.2227 -0.301
C 12.5249 -15.1531 -0.0802 -0.084
C 11.2736 -14.2468 -0.0847 -1.623
C 13.8185 -15.3865 3.2759 -1.369
H 12.2381 -16.0370 -0.6500 0.532
H 13.2485 -14.6048 -0.6834 0.393
H 11.5439 -13.3213 0.4237 0.337
H 10.4262 -14.6595 0.4628 0.364
H 10.9665 -13.9348 -1.0829 0.402
H 13.1177 -16.2207 3.3116 0.483
H 13.4918 -14.7093 4.0651 0.399
H 14.8466 -15.7479 3.2954 0.113
O 19.5429 -14.9563 0.1381 -0.038
C 20.3263 -14.6781 -0.7972 0.838
O 20.4713 -15.4299 -1.9850 -0.408
C 19.6265 -16.5297 -2.2923 0.198
C 20.0004 -17.7575 -1.6298 -1.175
C 21.3286 -13.5380 -0.6855 -1.194
H 19.4849 -16.6615 -3.3650 0.532
H 18.6035 -16.3440 -1.9650 0.375
H 19.5572 -18.4832 -2.3117 0.397
H 19.5672 -17.8600 -0.6349 0.260
H 21.0625 -17.9938 -1.6940 0.329
H 22.2503 -13.7559 -1.2250 0.471
H 21.4629 -13.4670 0.3939 0.114
H 20.9431 -12.6280 -1.1453 0.295
O 21.8450 -10.6047 4.8568 -0.641
C 21.5296 -11.4809 4.0053 0.562
O 20.3600 -12.0928 3.8444 -0.091
C 19.3288 -11.9151 4.8061 -0.823
C 17.9859 -12.4094 4.1753 -0.403
C 22.5259 -11.9985 3.0016 -0.185
H 19.2669 -10.8521 5.0389 0.391
H 19.6522 -12.4000 5.7272 0.432
H 17.2399 -12.4178 4.9700 0.414
H 17.9954 -13.4788 3.9644 0.196
H 17.7943 -11.8634 3.2516 -0.185
H 23.2965 -12.5910 3.4946 0.332
H 22.9563 -11.1226 2.5161 0.303
H 21.9987 -12.5945 2.2566 -0.429
F 15.7814 -12.2125 -1.9867 -0.352
C 16.8706 -12.0027 -1.1560 0.106
C 17.2527 -10.7006 -0.8402 -1.418
C 18.3149 -10.4876 0.0337 -0.438
C 19.0775 -11.5732 0.4110 -0.944
C 18.8321 -12.9373 0.0435 0.394
C 17.6230 -13.1443 -0.6656 1.279
H 16.6842 -9.8969 -1.2844 0.420
H 18.7365 -9.5141 0.2362 0.543
H 19.8236 -11.1262 1.0513 0.095
H 19.3748 -13.7357 0.5276 0.238
H 17.4119 -14.1782 -0.8957 0.672
F 14.9628 -13.6986 -4.2220 -0.387
C 14.8776 -14.4468 -3.1223 0.234
C 15.4555 -14.0324 -1.9312 -0.143
C 15.2948 -14.8144 -0.7677 1.958
C 14.4612 -15.9687 -0.8065 -1.917
C 13.9209 -16.4052 -1.9915 0.042
C 14.1209 -15.6387 -3.0813 -1.320
H 16.0641 -13.1450 -1.8383 0.206
H 15.6284 -14.5749 0.2312 0.533
H 14.2657 -16.5563 0.0783 0.645
H 13.2424 -17.2440 -1.9428 0.613
H 13.5648 -15.9872 -3.9390 0.432


Entry 2:
95
Properties=species:S:1:pos:R:3:mulliken_charge:R:1 method="wB97M-V/def2-TZVPD" total_charge=-1 energy_ev=-84778.4210 spin_multiplicity=1 e_lumo_ha=0.047 orbital_gap_ha=0.165 largest_force_ev_per_a=17.345
C 7.4934 1.1476 -1.0640 -0.946
C 7.2376 -0.3304 -1.7694 0.333
F 6.4299 -1.2613 -0.9482 -0.284
C 6.7123 -0.1198 -3.3072 -0.737
S 4.8558 0.1300 -3.4806 0.865
O 4.3759 1.5754 -3.1245 -0.591
O 4.5523 -0.0287 -5.0218 -0.768
N 3.9631 -1.1415 -2.6852 -0.195
S 3.1767 -0.5980 -1.2250 0.964
O 4.0033 0.3813 -0.3561 -0.585
O 2.9771 -1.8884 -0.3374 -0.692
C 1.4223 0.0057 -1.6076 -0.568
C 1.2728 1.6374 -1.6601 0.169
O 1.0909 2.2585 -0.4617 -0.502
H 6.4866 1.6884 -0.8091 0.228
H 8.1673 0.9392 -0.1047 0.297
H 8.1874 1.7641 -1.8086 0.295
H 8.3215 -0.8237 -1.8543 0.236
H 7.3001 0.7803 -3.7893 0.251
H 7.0440 -1.0838 -3.9263 0.314
H 0.7620 -0.3603 -0.6840 0.343
H 0.9675 -0.5496 -2.5582 0.300
H 1.2723 2.2163 -2.6830 0.222
C 1.1380 -4.5811 -3.1019 -0.624
C 2.0665 -3.3777 -3.1105 0.531
N 2.8367 -2.3793 -3.1176 -0.506
H 0.0966 -4.2484 -3.0794 0.318
H 1.3001 -5.1834 -4.0000 0.141
H 1.3342 -5.1971 -2.2199 0.202
C 1.9726 3.8052 2.6672 -0.193
C 2.9011 5.0087 2.6586 0.306
N 3.6713 6.0071 2.6516 -0.482
H 0.9313 4.1379 2.6897 -0.064
H 2.1347 3.2029 1.7691 0.126
H 2.1689 3.1893 3.5492 0.278
C 4.0726 4.3367 -4.3013 -0.421
C 5.0011 5.5401 -4.3099 0.261
N 5.7713 6.5385 -4.3170 -0.470
H 3.0313 4.6693 -4.2788 0.293
H 4.2347 3.7344 -5.1995 0.246
H 4.2689 3.7207 -3.4194 0.115
C -2.4921 5.4713 3.8990 -0.627
C -1.6646 4.1992 3.8126 0.429
N -0.9782 3.1438 3.7408 -0.541
H -2.9803 5.5328 4.8755 0.269
H -1.8477 6.3448 3.7674 0.204
H -3.2572 5.4722 3.1177 0.271
C -3.6266 1.2630 6.4696 -0.340
C -4.0007 2.7320 6.5815 0.415
N -4.3110 3.9507 6.6744 -0.543
H -4.0431 0.8413 5.5507 0.271
H -2.5386 1.1559 6.4494 0.283
H -4.0230 0.7111 7.3263 -0.107
C -0.7299 -6.1226 -6.9125 -0.897
C -0.3891 -6.5251 -5.4869 0.544
N -0.1064 -6.8591 -4.3043 -0.593
H -1.4127 -5.2686 -6.9056 0.191
H 0.1814 -5.8456 -7.4496 0.322
H -1.2091 -6.9575 -7.4312 0.408
C -5.8613 -0.3138 10.2937 -0.700
C -4.5710 -0.7077 9.5935 0.327
N -3.5005 -1.0345 9.0127 -0.488
H -6.7159 -0.5178 9.6429 0.232
H -5.9733 -0.8862 11.2186 0.368
H -5.8440 0.7527 10.5349 0.250
C -4.8261 -5.9484 -6.4424 -0.795
C -3.9374 -5.7368 -7.6572 0.469
N -3.2001 -5.5612 -8.6650 -0.483
H -5.7952 -5.4675 -6.6010 0.307
H -4.9822 -7.0180 -6.2765 0.269
H -4.3546 -5.5157 -5.5556 0.275
C -8.8349 2.3152 8.4348 -0.696
C -8.4940 1.9127 9.8604 0.434
N -8.2113 1.5787 11.0430 -0.488
H -9.5177 3.1692 8.4417 0.303
H -7.9236 2.5922 7.8977 0.216
H -9.3141 1.4802 7.9161 0.265
C -0.7417 -8.5353 -0.4937 -0.773
C 0.1868 -7.3319 -0.5023 0.437
N 0.9570 -6.3335 -0.5094 -0.555
H -1.7830 -8.2026 -0.4712 0.246
H -0.5796 -9.1376 -1.3919 0.260
H -0.5454 -9.1513 0.3883 0.295
C -0.5512 9.1695 5.9857 -0.702
C -1.8879 8.7433 5.4008 0.425
N -2.9968 8.3897 4.9156 -0.482
H 0.2590 8.6085 5.5118 0.264
H -0.3927 10.2377 5.8138 0.269
H -0.5365 8.9760 7.0619 0.258
C 0.3634 -3.0309 -9.5709 -0.817
C 0.7042 -3.4334 -8.1454 0.539
N 0.9869 -3.7673 -6.9627 -0.535
H -0.3194 -2.1768 -9.5641 0.270
H 1.2747 -2.7539 -10.1081 0.299
H -0.1158 -3.8658 -10.0896 0.268


Entry 3:
90
Properties=species:S:1:pos:R:3:mulliken_charge:R:1 method="wB97M-V/def2-TZVPD" total_charge=+2 de_lowest_kcal_mol=20.8 energy_ev=-109929.4133 spin_multiplicity=1 e_lumo_ha="-0.255 / -0.255" orbital_gap_ha="0.228 / 0.228" largest_force_ev_per_a=1.649
Ta -0.1918 -0.1978 -0.0396 1.458
N 1.8355 0.9753 2.9539 -0.011
C 2.4632 0.5570 1.8582 -0.181
N 1.9075 0.1751 0.6876 0.590
C 2.9516 -0.1004 -0.2205 -0.603
C 4.1970 -0.0343 0.2712 -0.686
S 4.1716 0.4550 1.9112 -0.181
C 2.6093 -0.2528 -1.6140 -0.181
C 3.4644 -0.4621 -2.6305 -0.297
S 2.6425 -0.2723 -4.1253 -0.149
C 1.1705 0.0372 -3.2769 0.021
N 1.2856 -0.0020 -1.9504 0.375
N 0.0754 0.3548 -3.9827 0.066
H 0.8406 1.0833 2.9339 -0.139
H 2.3576 1.2455 3.7699 0.225
H 5.1295 -0.1640 -0.2500 0.510
H 4.5244 -0.6455 -2.5943 0.505
H 0.1009 0.1936 -4.9771 0.322
H -0.8188 0.2337 -3.5365 0.050
C -0.6255 2.5661 1.8706 -1.443
O -0.5521 1.1162 1.6990 0.505
Si -1.5533 0.0552 2.6815 0.628
C -3.2223 0.8800 2.6921 -1.269
C -0.9481 0.1599 4.4381 -1.737
C -1.0614 -1.4152 1.6187 0.374
Si -2.8060 -2.2973 1.2300 0.619
C -3.7210 -2.5615 2.8562 -1.145
C -3.8126 -1.2230 0.0730 -0.566
C -2.9057 -4.0135 0.4800 -1.244
Si -0.0412 -2.8296 2.5630 0.490
C -0.1826 -4.5881 1.9044 -1.192
C 1.8017 -2.4968 2.6247 -0.965
C -0.5582 -3.1110 4.3448 -1.195
H -0.6096 2.7695 2.9413 0.437
H -1.5429 2.9373 1.4297 0.301
H 0.2401 3.0100 1.3910 0.334
H -3.0990 1.7852 3.2967 0.467
H -3.9956 0.2923 3.1780 0.408
H -3.5849 1.1828 1.7166 0.240
H -1.0537 1.1865 4.8034 0.449
H 0.0658 -0.1855 4.6256 0.513
H -1.6197 -0.4446 5.0516 0.374
H -3.7045 -1.7777 3.6077 0.292
H -3.3723 -3.4787 3.3302 0.361
H -4.7700 -2.7300 2.5939 0.433
H -3.8970 -0.1758 0.3503 0.145
H -4.8211 -1.6446 0.0542 0.726
H -3.4201 -1.2746 -0.9449 -0.280
H -2.7947 -4.7950 1.2274 0.386
H -2.2679 -4.2533 -0.3659 0.348
H -3.9410 -4.0582 0.1241 0.405
H -0.1945 -4.7908 0.8397 0.336
H -1.0458 -5.0840 2.3455 0.323
H 0.7044 -5.0811 2.3146 0.410
H 2.2652 -2.3847 1.6420 0.154
H 2.2474 -3.3822 3.0850 0.589
H 2.0647 -1.6530 3.2572 0.327
H -1.5887 -3.4429 4.4574 0.299
H -0.3834 -2.2977 5.0391 0.419
H 0.0743 -3.9429 4.6706 0.424
C -3.4667 4.8079 -6.0674 -1.463
C -2.9933 4.0295 -4.8774 1.046
C -1.6671 4.1002 -4.4540 -1.091
C -1.2288 3.3892 -3.3502 -0.138
C -2.1486 2.6068 -2.6626 -0.357
C -3.4851 2.5154 -3.0554 -0.631
C -3.8908 3.2254 -4.1651 -0.948
S -1.6441 1.7084 -1.2857 1.750
O -2.6216 1.7231 -0.2369 -0.701
O -1.4548 0.2189 -1.6835 -0.431
O -0.2795 2.0938 -0.8729 -0.669
H -2.6503 5.3423 -6.5477 0.361
H -4.2227 5.5350 -5.7673 0.353
H -3.9278 4.1469 -6.8020 0.368
H -0.9680 4.7253 -4.9939 0.351
H -0.1996 3.4457 -3.0237 0.514
H -4.1879 1.9132 -2.4940 0.509
H -4.9242 3.1711 -4.4829 0.437
Te 0.0685 -2.7518 -0.9874 -0.360
C -0.1909 -2.6643 -3.0742 0.388
C -1.4612 -2.4372 -3.5970 -0.347
C -1.6668 -2.5188 -4.9670 -0.669
C -0.6108 -2.8346 -5.8128 -0.664
C 0.6467 -3.0973 -5.2874 -0.638
C 0.8563 -3.0256 -3.9160 -0.460
H -2.2924 -2.2044 -2.9438 0.418
H -2.6560 -2.3514 -5.3735 0.480
H -0.7759 -2.9082 -6.8797 0.434
H 1.4599 -3.3796 -5.9432 0.456
H 1.8348 -3.2508 -3.5098 0.528